(1)
# C5H36NO12S

A cluster of 13 separate species, C5H36NO12S in total in a non-equilibrium geometry (ωB97M-V/def2-TZVPD, the Open Molecules 2025 dataset).

Results
energy relative to the best compared isomer or geometry (same formula, charge and spin): 3.1 kcal per mole
LUMO energy: 2.5 eV
net charge: -1

Structure (XYZ):
```
55
Properties=species:S:1:pos:R:3:lowdin_charge:R:1
O 2.71063 4.54945 -2.39925 -0.039
H -0.40890 2.74385 2.52290 0.019
H 0.86863 0.29728 1.96565 0.053
H 1.32899 5.49297 -0.41572 0.021
H -1.49317 1.97808 1.98365 0.001
H 2.60589 3.61899 -2.25432 -0.004
O -4.10277 -0.28298 -0.03329 -0.108
H -2.23583 -2.33907 -3.35794 0.086
H -1.53469 -2.39624 -1.95775 -0.028
C 0.08462 -2.24848 1.87978 -0.246
O 1.85523 5.26866 0.36298 -0.081
O -3.47652 0.46016 2.40945 0.002
O 0.66861 0.67297 -4.21555 -0.119
H -1.94819 -0.35950 -1.94221 0.056
H -4.20662 0.38728 2.94913 0.021
C -1.78187 -3.85109 2.63784 -0.120
N 0.60641 -1.64251 0.66977 -0.099
H 1.09388 1.56143 -2.88087 0.020
H 2.91599 1.47629 0.97913 -0.028
H 1.77865 -3.38686 0.11976 0.103
H -2.21039 1.19181 -2.47143 0.037
H -0.11956 -1.35093 0.04874 0.079
H -0.03544 0.38556 -3.57507 0.011
O -1.34356 2.58863 2.71942 -0.082
H 2.45950 -0.63567 -1.09900 -0.026
H -3.05524 1.28924 2.62618 0.029
H -3.68972 -0.31152 0.87988 0.004
O 1.48185 1.81555 -1.98034 -0.098
H 2.53197 4.77417 -0.13206 0.017
C -0.66728 -3.57656 1.62139 -0.222
H 2.55391 -2.09072 0.99407 0.113
C 2.38588 -1.69685 -1.09172 -0.618
H 1.30730 -0.01939 -4.05221 -0.046
H 1.50430 1.76166 2.16551 0.073
H -2.48601 -4.53333 2.14627 0.066
H 1.82663 4.74980 -2.67267 0.029
H -2.47462 -3.05054 2.88379 0.060
H 1.30068 0.96657 -1.56099 -0.001
O -1.66123 0.63811 -1.94811 -0.094
H 0.90732 -2.41915 2.56680 0.111
H -3.62691 0.50706 -0.32397 0.007
O -0.56732 2.48343 -0.07333 -0.071
H 3.32738 -2.12552 -1.39763 0.043
H -1.43070 -4.34967 3.52118 0.057
S 1.18692 -2.02961 -2.49828 0.318
H 3.30562 0.58941 -0.28699 0.072
C 1.81104 -2.28554 0.18358 -0.347
H 0.33561 2.11311 -0.08971 0.008
H -0.60238 -1.52977 2.29874 0.098
H -0.88563 1.81148 -0.63327 -0.048
O 3.68992 1.09791 0.55795 -0.111
O 0.93620 1.19890 1.60683 -0.070
H -1.03757 -3.54470 0.60454 0.104
H 0.01000 -4.38314 1.85297 0.093
O -2.29743 -2.03048 -2.41418 -0.102
```

---

(2)
# C5H36NO14S

A structure of composition C5H36NO14S in a non-equilibrium geometry (ωB97M-V/def2-TZVPD, the Open Molecules 2025 dataset).

Results
energy relative to the best compared isomer or geometry (same formula, charge and spin): 69.1 kcal per mole
LUMO energy: 2.5 eV
net charge: -1

Structure (XYZ):
```
57
Properties=species:S:1:pos:R:3:lowdin_charge:R:1
H -0.22822 3.91957 -3.24302 0.035
N -0.38889 -0.85039 2.21223 -0.057
H 0.98170 3.51189 1.28295 -0.005
H -0.67976 -1.01855 -2.79356 0.002
C 0.45548 -1.87470 1.56734 -0.222
H -0.34015 0.27835 0.33994 0.119
H 2.00616 -1.81935 -1.11560 -0.132
H -2.85200 2.93369 0.68452 0.018
O -2.46041 3.64409 0.12676 -0.085
H 3.87453 -1.16327 1.83611 0.029
H -1.36673 1.65462 -1.59992 0.022
H 1.79262 2.69310 3.42540 0.046
O 1.56162 -2.60502 -1.70408 -0.244
H 0.56606 4.05522 -0.14740 0.038
H 2.16114 -3.26562 -2.02016 0.018
H -2.28863 -2.80000 2.34234 0.037
H -1.60867 3.79327 0.55280 -0.001
O 0.72980 4.08538 -3.11313 -0.120
O -2.55913 -1.29400 -3.23335 -0.062
H 2.34467 -2.97897 1.70220 0.066
H -2.07250 -2.62006 0.85812 0.043
H 2.33612 1.46924 0.77928 -0.004
C 2.89463 -0.94081 1.40428 -0.644
H 0.49862 -1.68390 0.50472 0.083
H -4.64151 -1.32970 0.55184 0.024
H 0.41183 -4.09869 -0.12011 0.044
S 3.39878 -0.92853 -0.37615 0.457
H 1.05751 0.55491 -3.50127 0.030
O -2.96397 1.17468 1.31215 0.008
H -0.62158 1.22599 1.72013 0.112
H 1.18865 3.20337 -2.96346 0.008
H -4.09829 -1.39929 -0.77659 0.031
O -2.28716 1.60935 -1.87827 -0.072
H 0.09093 -2.82225 1.94322 0.083
H 0.13019 -0.47860 2.97972 0.081
C 1.99240 -2.02752 2.01786 -0.212
H -2.79641 -0.85989 1.59417 0.076
C -2.37634 0.11541 1.35215 -0.205
H 0.63423 -1.65658 -3.09973 0.038
O 0.05812 -0.90073 -3.38645 -0.086
O 1.51236 1.40975 -3.21828 -0.116
O 2.51884 2.38329 0.43708 -0.102
O -4.36721 -0.74387 -0.13982 -0.036
C -0.82829 0.22736 1.31854 -0.148
H -2.50234 -0.34888 -3.03474 0.016
H -2.64963 -1.26088 -4.19415 0.055
H -2.69527 2.25338 -1.23859 0.030
H 1.79482 -3.89508 -0.25259 0.029
H 2.07701 -1.92290 3.10019 0.101
O 1.18252 -4.19921 0.46321 -0.116
O -2.70546 -3.02134 1.49778 -0.080
H 1.93403 1.16652 -2.36236 0.024
O 1.56546 1.79727 3.72712 -0.039
H 3.29406 2.11706 -0.09054 0.035
H 2.61173 0.05257 1.79232 0.010
H 2.36406 1.43713 3.38623 -0.002
O 0.35785 4.04210 0.79063 -0.055
```

---

(3)
# C5H36NO14S

A cluster of 14 separate species, C5H36NO14S in total in a non-equilibrium geometry (ωB97M-V/def2-TZVPD, the Open Molecules 2025 dataset).

Results
energy relative to the best compared isomer or geometry (same formula, charge and spin): 168.0 kcal per mole
LUMO energy: 2.5 eV
net charge: -1

Structure (XYZ):
```
57
Properties=species:S:1:pos:R:3:lowdin_charge:R:1
O -3.72625 -2.50516 -1.00003 -0.056
H -2.45831 -0.00301 1.34705 -0.029
H 3.21640 1.51591 0.49292 0.088
H -1.19092 3.24222 -0.87441 -0.023
H 0.98146 -0.44363 0.53619 0.071
S 1.88984 2.22304 2.78250 0.364
H -1.03349 0.04146 1.12383 0.066
H 2.01345 -3.76159 -0.06288 0.063
O 0.49743 4.40753 0.71951 0.078
H -1.82386 -2.03924 3.60555 0.067
H -2.44517 -0.68033 -2.23229 0.032
H 3.67866 0.76345 3.04732 0.071
O 1.08254 -4.36508 -1.54997 0.047
H -0.14553 4.46063 1.33753 0.012
H 0.06383 0.82552 4.34432 0.027
H 0.34993 -1.65018 -0.93939 0.164
H -0.92756 -0.75100 3.31840 -0.042
H -0.53350 2.18139 0.09842 0.000
H -3.07806 -3.14944 -1.39232 0.043
O -1.89881 -0.38806 0.78606 -0.033
H -3.47230 0.82184 -2.34210 0.038
H -3.57881 0.84704 -0.91406 0.008
O -0.68419 1.51086 -2.91226 -0.066
H -0.87418 2.04262 4.16996 -0.035
H 2.14365 -0.14525 2.71049 -0.004
H 0.54843 1.93906 1.08898 -0.082
O -1.46706 -0.64000 -2.39435 -0.133
C 1.52556 -2.04547 -1.11655 -0.198
H -0.69732 -2.60803 0.67452 -0.016
C 2.94994 0.53378 0.95536 -0.341
H -0.58761 -3.94026 -2.06030 0.010
O 2.20317 2.93520 -2.78567 -0.021
H -0.60452 0.61939 -3.29949 0.031
C 1.93690 -0.20939 0.10018 -0.292
C 2.72460 0.60921 2.39495 -0.641
O -1.24002 -3.55178 -2.67057 -0.031
O -0.87925 1.17383 4.46785 -0.105
H 2.49246 2.06196 -2.80143 -0.008
O 0.00092 1.47463 0.43340 -0.121
H 1.21373 4.26113 1.04573 -0.160
H 1.59863 -1.78991 -2.12199 0.103
C 1.61943 -3.49170 -0.91387 -0.254
N 2.64628 -1.40032 -0.40012 -0.040
O -0.49286 -3.49274 0.95543 -0.054
H -0.87293 2.13475 -3.58231 0.016
H 3.00045 -1.97363 0.44817 0.144
H 1.48887 0.40970 -0.70551 0.107
H -1.10364 -2.70014 -2.92402 -0.056
H -1.01727 4.51310 -0.84132 -0.002
H 2.24178 3.16076 -1.86598 0.020
H -0.28560 -3.30542 1.91217 0.054
H -1.22967 -0.33256 -1.45145 0.067
H 4.05546 0.21803 0.62995 0.137
O -3.80780 0.31637 -1.62224 0.000
O -1.03167 -1.65435 3.21097 -0.025
H -3.22902 -2.19781 -0.28681 -0.038
O -1.74664 3.97104 -0.67397 -0.019
```

---

Going through the records in order, we get highest occupied orbital energy values of -4.1 -5.0 -4.4 eV.
Going through the records in order, we get electronic energy values of -42665.766 -46760.588 -46756.298 eV.